The following is a quantum chemistry calculation of 9 unconnected molecules or ions with the total composition C46H117N7O18, from OMol25.

```
188
Properties=species:S:1:pos:R:3
C -3.373 -0.428 -3.437
C -3.655 0.846 -4.191
O -4.128 0.593 -5.504
O -2.110 -0.929 -3.913
H -4.186 -1.140 -3.593
H -3.119 -0.336 -2.386
H -2.768 1.491 -4.291
H -4.255 1.554 -3.611
H -3.538 -0.090 -5.853
H -2.044 -1.898 -3.882
C -2.789 1.925 4.153
C -3.800 2.255 3.039
O -4.704 1.199 2.767
O -3.111 0.734 4.862
H -2.902 2.734 4.877
H -1.768 1.898 3.773
H -3.252 2.549 2.139
H -4.419 3.145 3.200
H -5.266 1.027 3.525
H -2.650 -0.003 4.452
C 1.433 -1.404 -1.668
O 2.723 -1.449 -2.233
C 3.375 -0.189 -2.220
C 4.596 -0.259 -3.142
N 5.753 -0.985 -2.610
C 6.241 -0.401 -1.339
C 7.666 -0.956 -1.110
O 7.655 -2.277 -0.620
C 8.277 -3.226 -1.444
H 0.703 -0.662 -2.023
H 1.505 -1.266 -0.586
H 0.940 -2.328 -1.979
H 3.637 0.045 -1.178
H 2.697 0.650 -2.421
H 4.997 0.728 -3.384
H 4.236 -0.615 -4.108
H 5.644 -1.965 -2.375
H 5.530 -0.604 -0.537
H 6.403 0.667 -1.513
H 8.060 -0.255 -0.363
H 8.281 -0.799 -1.996
H 8.057 -4.190 -0.974
H 9.372 -3.188 -1.460
H 7.822 -3.246 -2.439
C -9.431 -2.708 0.298
O -8.094 -3.162 0.093
C -7.921 -4.415 -0.539
C -6.926 -5.218 0.326
N -5.577 -4.824 0.063
C -4.567 -5.809 0.307
C -3.166 -5.237 0.074
O -2.119 -6.182 0.000
C -2.174 -7.265 -0.891
H -9.543 -1.871 -0.404
H -9.549 -2.254 1.278
H -10.167 -3.438 -0.034
H -7.370 -4.304 -1.479
H -8.872 -4.889 -0.791
H -7.054 -6.281 0.096
H -7.217 -5.135 1.383
H -5.316 -3.944 0.491
H -4.742 -6.638 -0.391
H -4.643 -6.247 1.315
H -2.927 -4.646 0.961
H -3.055 -4.628 -0.830
H -1.168 -7.682 -0.809
H -2.340 -6.962 -1.930
H -2.851 -8.076 -0.609
C -3.421 5.802 -1.541
O -2.338 6.675 -1.372
C -1.363 6.427 -2.385
C -0.093 7.234 -2.233
N 0.633 6.654 -1.092
C 1.832 7.371 -0.727
C 2.492 6.766 0.492
O 1.570 6.592 1.575
C 1.434 7.682 2.466
H -3.202 4.729 -1.589
H -3.918 6.043 -2.494
H -4.103 5.996 -0.713
H -1.864 6.668 -3.332
H -1.076 5.372 -2.432
H -0.222 8.300 -2.034
H 0.499 6.955 -3.105
H 0.105 6.524 -0.239
H 1.695 8.459 -0.617
H 2.580 7.316 -1.528
H 3.396 7.252 0.871
H 2.851 5.757 0.274
H 1.221 8.642 1.979
H 2.345 7.756 3.063
H 0.505 7.522 3.012
C 1.410 3.151 -5.318
O 1.536 1.929 -5.958
C 0.357 1.156 -5.766
C 0.452 -0.160 -6.564
N -0.756 -0.907 -6.287
C -0.584 -2.332 -6.643
C 0.097 -3.160 -5.542
O -0.878 -3.486 -4.563
C -0.593 -4.656 -3.828
H 2.202 3.853 -5.598
H 1.501 3.098 -4.222
H 0.520 3.772 -5.494
H -0.497 1.665 -6.229
H 0.150 1.024 -4.700
H 1.354 -0.659 -6.186
H 0.586 0.213 -7.580
H -1.055 -0.907 -5.301
H -0.035 -2.467 -7.575
H -1.580 -2.756 -6.801
H 1.008 -2.691 -5.160
H 0.435 -4.068 -6.059
H -1.400 -4.732 -3.100
H 0.386 -4.709 -3.343
H -0.620 -5.583 -4.415
C -1.271 -5.639 8.705
O -1.152 -5.444 7.296
C -0.362 -4.357 6.830
C -0.559 -4.399 5.332
N -0.310 -3.102 4.747
C -0.591 -2.847 3.365
C -0.464 -1.319 3.171
O 0.431 -0.679 4.054
C 1.321 0.193 3.381
H -2.066 -6.358 8.881
H -1.444 -4.694 9.221
H -0.321 -6.106 8.983
H 0.692 -4.489 7.101
H -0.734 -3.432 7.288
H -1.550 -4.791 5.103
H 0.147 -5.167 4.977
H 0.310 -2.489 5.240
H -1.611 -3.161 3.105
H 0.015 -3.479 2.698
H -1.414 -0.782 3.200
H -0.164 -1.202 2.121
H 1.763 -0.302 2.515
H 2.103 0.530 4.058
H 0.790 1.111 3.100
C 0.100 3.884 1.209
O -0.665 2.846 0.598
C -0.102 2.307 -0.580
C -1.093 1.460 -1.355
N -1.334 0.104 -0.889
C -2.194 0.060 0.266
C -2.817 -1.344 0.514
O -3.924 -1.473 -0.365
C -5.202 -1.139 0.167
H -0.274 4.771 0.707
H 1.178 3.722 1.106
H -0.037 3.857 2.290
H 0.775 1.719 -0.278
H 0.199 3.143 -1.227
H -0.565 1.276 -2.297
H -2.018 2.008 -1.569
H -1.536 -0.620 -1.557
H -3.089 0.694 0.152
H -1.702 0.485 1.146
H -3.027 -1.523 1.576
H -2.106 -2.171 0.392
H -5.459 -1.384 1.200
H -5.834 -1.749 -0.480
H -5.425 -0.081 0.009
C 7.409 0.351 4.781
O 7.535 -0.490 3.673
C 6.801 -0.133 2.515
C 5.265 -0.231 2.633
N 4.600 1.016 2.907
C 4.545 1.950 1.795
C 3.710 3.196 2.005
O 4.493 4.156 2.703
C 3.729 5.253 3.123
H 6.505 0.171 5.388
H 7.365 1.419 4.546
H 8.136 0.140 5.566
H 7.042 -0.965 1.847
H 7.186 0.798 2.093
H 5.128 -0.981 3.424
H 4.760 -0.772 1.828
H 4.954 1.444 3.749
H 4.531 1.524 0.785
H 5.610 2.218 1.638
H 2.812 2.946 2.578
H 3.441 3.603 1.026
H 3.429 5.953 2.333
H 4.272 5.880 3.831
H 2.802 4.887 3.580
```

Results
* total charge: 0
* calculated total energy: -96870.472 eV
* 2S+1: 1
* energy above the lowest of the compared OMol25 structures with the same formula, charge and spin: 111.59 kcal/mol
* maximum force: 2.8 eV Å⁻¹